ORCA calculation (ωB97M-V/def2-TZVPD) on a cluster of 11 separate species, C21H64O11 in total at a distorted geometry.

Structure (XYZ):
```
96
Properties=species:S:1:pos:R:3:mulliken_charge:R:1
C 1.024 -0.045 0.686 -0.525
O -0.113 0.145 1.599 -0.495
H 0.966 -0.980 0.130 0.249
H 0.948 0.736 -0.070 0.244
H 2.024 0.028 1.114 0.233
H -0.891 -0.075 1.082 0.293
C 3.474 -6.275 3.922 -1.024
C 1.993 -6.697 3.972 -0.178
O 1.817 -7.915 3.355 -0.519
H 3.625 -5.268 4.312 0.329
H 3.802 -6.328 2.884 0.274
H 4.140 -6.908 4.509 0.287
H 1.366 -5.945 3.493 0.246
H 1.625 -6.769 4.996 0.278
H 0.947 -8.248 3.586 0.307
C 1.987 -0.559 7.486 -0.960
C 0.520 -0.884 7.612 -0.240
O -0.261 0.137 7.160 -0.511
H 2.252 -0.651 6.432 0.285
H 2.642 -1.216 8.059 0.317
H 2.179 0.459 7.824 0.277
H 0.254 -1.000 8.663 0.279
H 0.254 -1.801 7.086 0.246
H -0.127 0.155 6.210 0.306
C -2.257 6.396 -0.925 -1.011
C -2.594 6.916 -2.309 -0.247
O -2.907 8.254 -2.050 -0.521
H -3.117 6.435 -0.257 0.267
H -1.377 6.867 -0.486 0.339
H -1.935 5.357 -1.001 0.317
H -3.376 6.321 -2.783 0.319
H -1.623 6.899 -2.804 0.226
H -2.086 8.671 -1.778 0.312
C 7.431 -2.097 -1.767 -0.999
C 8.164 -1.723 -0.467 -0.188
O 8.089 -0.313 -0.278 -0.505
H 7.978 -1.826 -2.670 0.272
H 6.482 -1.561 -1.743 0.282
H 7.186 -3.158 -1.811 0.320
H 9.193 -2.064 -0.583 0.284
H 7.713 -2.235 0.383 0.220
H 8.998 -0.058 -0.107 0.314
C 4.634 3.744 -7.304 -1.019
C 4.907 4.095 -5.861 -0.184
O 3.804 3.700 -5.059 -0.522
H 4.478 2.666 -7.337 0.261
H 5.490 3.939 -7.950 0.337
H 3.714 4.166 -7.709 0.287
H 5.122 5.147 -5.677 0.284
H 5.757 3.570 -5.424 0.260
H 4.075 3.914 -4.163 0.296
C -5.547 -6.887 -0.339 -0.911
C -4.038 -6.801 -0.309 -0.261
O -3.549 -5.775 -1.199 -0.523
H -5.915 -7.781 0.165 0.312
H -5.929 -6.904 -1.360 0.270
H -6.013 -6.041 0.167 0.283
H -3.543 -7.733 -0.581 0.289
H -3.636 -6.614 0.687 0.247
H -3.735 -4.914 -0.818 0.295
C 4.410 4.232 3.641 -0.999
C 5.008 5.047 2.456 -0.271
O 4.824 4.281 1.328 -0.483
H 3.382 4.003 3.358 0.258
H 4.260 4.799 4.559 0.339
H 5.050 3.373 3.841 0.320
H 6.046 5.210 2.747 0.227
H 4.457 5.984 2.376 0.306
H 5.366 3.492 1.402 0.302
C -6.489 1.895 4.113 -1.122
C -6.989 0.555 4.641 -0.118
O -7.367 -0.150 3.476 -0.499
H -7.233 2.386 3.486 0.307
H -5.612 1.861 3.466 0.278
H -6.344 2.670 4.866 0.355
H -7.859 0.697 5.282 0.293
H -6.182 0.033 5.156 0.219
H -8.019 -0.788 3.774 0.287
C -1.563 -1.226 -7.919 -0.997
C -0.671 -0.531 -6.861 -0.174
O -0.749 0.908 -6.974 -0.535
H -2.525 -0.715 -7.962 0.276
H -1.646 -2.305 -7.784 0.329
H -1.194 -1.153 -8.942 0.281
H 0.360 -0.797 -7.092 0.233
H -0.798 -0.860 -5.829 0.289
H 0.006 1.299 -6.528 0.299
C -7.179 -0.404 -2.820 -0.918
C -5.964 0.343 -2.270 -0.259
O -5.302 -0.432 -1.226 -0.498
H -6.895 -1.228 -3.474 0.239
H -7.831 0.265 -3.381 0.317
H -7.797 -0.805 -2.017 0.299
H -6.265 1.328 -1.914 0.253
H -5.222 0.561 -3.038 0.278
H -5.962 -0.493 -0.532 0.289
```

Properties
* energy relative to the best compared isomer or geometry (same formula, charge and spin): 524.3 kJ/mol
* structure (SMILES): CCO.CCO.CCO.CCO.CCO.CCO.CCO.CCO.CCO.CCO.CO
* HOMO-LUMO gap: 10.05 eV
* DFT total energy: -45331.9131 eV
* strongest force on any atom: 3.0 eV/A
* charge: 0